76
Properties=species:S:1:pos:R:3:forces:R:3 method="wB97M-V/def2-TZVPD" lumo_ev=2.41 orbital_gap_ev=6.6717 charge=-1 e_above_lowest_kcal_mol=3.5
Sn 1.674 -0.810 0.298 0.2 0.4 0.1
S 2.225 -0.970 -2.231 0.2 0.0 0.1
C 0.989 -1.968 -2.925 0.1 0.0 0.0
C 1.194 -2.379 -4.253 0.0 -0.1 0.0
C 0.293 -3.179 -4.914 -0.1 0.0 -0.1
C -0.888 -3.563 -4.289 -0.1 -0.1 0.0
C -1.121 -3.154 -2.991 -0.1 -0.2 -0.1
C -0.185 -2.400 -2.296 -0.2 0.2 0.1
S -0.606 -1.988 -0.605 0.3 -0.4 0.0
C -0.516 -3.667 0.113 0.0 0.2 -0.5
C -0.263 -3.684 1.585 -0.1 -0.2 0.3
C -0.651 -4.798 2.326 0.0 0.1 0.0
C -0.233 -4.897 3.638 0.1 0.0 -0.1
C 0.547 -3.888 4.174 -0.1 0.0 -0.1
C 0.837 -2.776 3.388 -0.1 -0.4 0.2
C 1.644 -1.659 3.954 0.6 0.2 0.0
S 3.255 -1.420 3.100 0.0 -0.3 0.0
C 3.819 -3.105 2.947 -0.2 0.4 0.2
C 4.543 -3.618 4.012 0.2 -0.2 0.2
C 5.046 -4.903 3.983 0.1 0.0 0.2
C 4.803 -5.695 2.867 0.1 -0.1 0.1
C 4.086 -5.193 1.809 0.1 -0.1 0.0
C 3.596 -3.876 1.798 -0.1 -0.1 0.1
S 2.843 -3.364 0.338 0.0 0.3 -0.9
N 0.439 -2.695 2.123 -0.2 0.3 -0.1
H 2.107 -2.065 -4.739 0.0 0.0 0.0
H 0.502 -3.500 -5.926 0.0 0.0 -0.1
H -1.614 -4.174 -4.807 -0.1 0.0 0.0
H -2.035 -3.435 -2.489 -0.1 0.0 0.0
H 0.337 -4.150 -0.368 0.0 -0.1 0.0
H -1.435 -4.195 -0.144 0.1 0.0 0.1
H -1.255 -5.573 1.877 0.0 0.0 -0.1
H -0.486 -5.767 4.227 0.0 -0.1 0.1
H 0.916 -3.958 5.186 0.1 0.1 0.1
H 1.856 -1.842 5.009 -0.2 0.1 0.0
H 1.142 -0.697 3.837 -0.1 0.0 0.0
H 4.726 -2.977 4.865 0.0 0.0 0.1
H 5.635 -5.273 4.810 0.0 -0.1 0.1
H 5.191 -6.705 2.818 0.0 -0.1 0.0
H 3.899 -5.799 0.933 0.0 0.0 0.0
C -1.640 6.795 1.573 0.0 -0.1 -0.2
C -1.944 6.129 0.229 0.0 0.1 0.0
C -3.473 6.056 0.081 0.2 0.1 0.0
C -1.365 7.006 -0.892 -0.1 0.0 0.2
C -1.363 4.726 0.132 0.0 0.1 0.0
C -0.588 4.137 1.115 -0.1 0.1 0.0
C -0.138 2.845 0.936 0.2 0.0 0.3
Br 0.924 2.076 2.335 -0.1 0.1 0.0
C -0.397 2.047 -0.190 0.1 -0.1 0.2
O 0.037 0.839 -0.281 -0.1 -0.3 -0.2
C -1.185 2.676 -1.203 -0.1 0.1 -0.2
C -1.625 3.966 -1.010 0.0 0.0 0.0
C -1.532 1.904 -2.471 -0.1 0.0 -0.2
C -0.236 1.500 -3.179 -0.1 -0.1 0.2
C -2.349 0.669 -2.077 0.2 0.0 0.0
C -2.378 2.694 -3.480 0.1 -0.1 0.3
H -2.106 7.779 1.609 0.0 0.1 0.0
H -0.569 6.924 1.715 0.1 0.0 0.1
H -2.036 6.203 2.396 0.0 -0.1 0.1
H -3.908 7.049 0.181 -0.1 0.1 0.0
H -3.893 5.413 0.851 -0.1 -0.1 0.1
H -3.762 5.656 -0.887 0.0 -0.1 -0.1
H -1.792 8.008 -0.847 0.0 0.1 0.0
H -1.581 6.588 -1.872 0.0 0.0 -0.1
H -0.284 7.085 -0.789 0.1 0.0 0.0
H -0.313 4.654 2.022 -0.1 0.1 0.0
H -2.206 4.420 -1.796 -0.1 0.1 -0.1
H 0.388 0.916 -2.516 0.1 0.0 0.0
H 0.323 2.384 -3.481 0.0 0.1 -0.1
H -0.449 0.901 -4.062 -0.1 -0.1 -0.2
H -1.786 0.064 -1.377 -0.1 0.0 0.1
H -2.575 0.066 -2.954 -0.1 -0.1 -0.2
H -3.284 0.968 -1.604 -0.1 0.0 0.0
H -1.852 3.571 -3.855 0.0 0.1 0.0
H -3.331 3.002 -3.053 -0.1 0.1 0.0
H -2.590 2.047 -4.331 0.0 -0.1 -0.1

77
Properties=species:S:1:pos:R:3:forces:R:3 method="wB97M-V/def2-TZVPD" lumo_ev="-2.80 / -5.19" multiplicity=2 s_squared=0.792 orbital_gap_ev="7.8379 / 5.4453" charge=+1
Cu 0.217 -0.386 -0.819 1.9 0.4 -0.1
C -0.767 -3.447 0.978 0.0 0.1 0.0
C -1.728 -2.332 0.722 0.7 0.4 -0.5
C -3.034 -2.390 1.197 -0.7 0.4 0.0
C -3.892 -1.317 0.970 0.0 -0.4 0.2
C -3.456 -0.234 0.243 -0.1 0.1 -0.1
C -2.149 -0.256 -0.278 -0.4 0.2 0.0
N -1.319 -1.293 0.006 -0.3 -1.4 0.7
N -1.554 0.638 -1.059 -0.5 -0.1 0.6
Si -2.262 2.003 -1.852 -0.8 1.4 -1.3
C -3.837 1.431 -2.789 0.6 0.2 0.6
C -1.016 2.624 -3.158 -0.5 -0.2 0.6
C -2.661 3.391 -0.606 0.2 -0.7 -0.4
H -1.040 -4.309 0.369 0.0 -0.1 0.0
H -0.814 -3.751 2.021 0.1 0.0 0.1
H 0.249 -3.149 0.727 0.0 0.0 0.0
H -3.365 -3.266 1.732 -0.1 0.0 0.1
H -4.896 -1.345 1.368 -0.1 0.0 0.0
H -4.083 0.621 0.068 -0.2 0.1 -0.1
H -3.711 0.442 -3.224 0.1 -0.1 -0.1
H -4.073 2.122 -3.593 0.0 0.1 -0.1
H -4.696 1.394 -2.126 -0.2 0.0 0.1
H -0.257 1.889 -3.399 0.1 -0.2 0.0
H -0.508 3.520 -2.826 0.1 0.3 0.1
H -1.538 2.873 -4.075 -0.2 0.0 -0.2
H -3.412 3.083 0.114 -0.2 -0.1 0.1
H -3.030 4.277 -1.112 -0.1 0.1 -0.2
H -1.778 3.677 -0.044 0.2 0.0 0.1
Cl 0.031 0.866 2.375 -0.5 0.2 0.6
C 1.550 0.253 2.930 0.5 -0.3 -0.1
C 1.804 0.015 4.268 -0.2 0.1 0.0
C 3.049 -0.466 4.642 -0.1 0.0 -0.1
C 4.013 -0.723 3.683 0.1 0.0 0.1
C 3.755 -0.484 2.346 -0.1 0.1 0.0
C 2.517 0.012 1.955 -0.4 0.0 0.0
P 2.043 0.455 0.250 0.4 -0.1 -0.5
C 3.524 -0.108 -0.646 -0.1 -0.1 0.0
C 3.751 -1.483 -0.616 -0.1 0.2 -0.1
C 4.898 -2.011 -1.174 0.0 -0.1 0.0
C 5.809 -1.172 -1.798 0.0 0.0 0.0
C 5.551 0.185 -1.891 0.1 0.0 -0.1
C 4.412 0.726 -1.315 -0.1 -0.1 0.1
C 2.288 2.253 0.282 -0.1 -0.2 0.0
C 3.332 2.811 1.017 -0.2 0.0 -0.1
C 3.554 4.173 0.956 0.1 0.1 0.0
C 2.771 4.969 0.134 -0.1 0.1 -0.1
C 1.731 4.414 -0.594 -0.1 0.1 -0.1
C 1.473 3.056 -0.507 0.2 -0.1 0.2
H 1.048 0.211 5.010 -0.1 0.1 0.1
H 3.263 -0.646 5.683 0.0 0.0 0.1
H 4.979 -1.098 3.978 0.2 -0.1 0.1
H 4.520 -0.683 1.611 0.1 0.0 0.0
H 3.026 -2.117 -0.120 0.1 -0.1 0.0
H 5.091 -3.070 -1.108 0.0 -0.1 0.0
H 6.719 -1.580 -2.210 0.1 0.0 -0.1
H 6.251 0.831 -2.398 0.1 0.1 -0.1
H 4.229 1.789 -1.378 0.0 0.1 0.1
H 3.970 2.181 1.621 0.0 0.0 0.1
H 4.345 4.618 1.541 0.1 0.0 0.0
H 2.976 6.026 0.062 0.0 0.1 0.0
H 1.119 5.038 -1.230 0.0 0.1 0.0
H 0.651 2.598 -1.042 0.0 0.0 -0.1
N 0.720 0.721 -7.713 0.3 0.2 0.3
C 0.030 -0.233 -7.074 -0.6 -0.4 -1.1
S -0.973 -1.250 -7.901 0.1 0.1 0.0
C 0.197 -0.394 -5.621 0.3 0.0 0.9
C -0.824 -0.964 -4.857 0.0 0.2 0.0
C -0.659 -1.091 -3.493 0.0 0.0 -0.4
N 0.444 -0.691 -2.861 0.2 -0.2 0.1
C 1.439 -0.187 -3.584 0.2 0.0 0.0
C 1.370 -0.030 -4.956 -0.5 0.0 -0.2
H 0.610 0.799 -8.713 0.0 0.0 0.1
H 1.262 1.425 -7.240 0.0 -0.1 0.1
H -1.736 -1.279 -5.339 0.0 0.0 0.0
H -1.437 -1.515 -2.872 -0.1 0.0 0.0
H 2.328 0.112 -3.045 0.0 0.0 0.1
H 2.215 0.364 -5.497 0.1 0.1 0.0